# 1
# C4H8N3O2

The ion C4H8N3O2 with charge +1 in a non-equilibrium geometry (ωB97M-V/def2-TZVPD, OMol25).

Each line ends with the Löwdin charge.
Atoms and positions in Å:
C -0.652 1.285 -1.155  0.26
C -1.343 -0.951 -0.085  0.05
C 0.902 -0.603 -0.925  -0.06
C 1.040 1.363 0.676  -0.07
N -0.144 -1.420 -0.274  0.10
N -2.195 -1.471 0.837  -0.39
N 0.731 0.904 -0.641  -0.27
O -3.260 -1.962 0.543  0.18
O -1.676 -1.153 1.950  0.09
H -1.110 1.802 -0.258  0.04
H 1.950 -0.993 -0.639  0.19
H 0.785 -0.601 -2.000  0.13
H 0.530 0.689 1.468  0.13
H 2.172 1.496 0.977  0.15
H 0.738 2.440 0.772  0.12
H 0.208 -2.255 0.087  0.15
H 1.323 1.431 -1.333  0.20

## Properties
- Relative energy (zero: lowest compared OMol25 entry of this formula, charge and spin): 1093.0 kJ/mol
- Gap between HOMO and LUMO (alpha / beta): 8.8 / 8.8 eV
- LUMO (alpha / beta): -0.211 / -0.211 hartree
- Highest occupied orbital energy (alpha / beta): -14.484 / -14.485 eV
- Energy: -12825.9429 eV
- Charge: +1
- Molecular weight: 130.127 g/mol



# 2
# C5H8O2

An isolated molecule of C5H8O2 in a non-equilibrium geometry (ωB97M-V/def2-TZVPD, OMol25).

Each line ends with the Löwdin charge.
Atoms and positions in Å:
C 0.012 -0.805 1.378  -0.01
C 0.050 0.178 0.246  -0.54
C 1.041 0.032 -0.869  -0.07
C 1.164 1.170 0.117  -0.06
O -1.231 0.614 -0.128  -0.01
C -1.973 -0.176 -1.022  -0.27
O -1.894 -1.343 -1.333  0.10
H -0.560 -1.695 1.092  0.09
H -0.456 -0.353 2.259  0.09
H 1.026 -1.114 1.642  0.09
H 1.741 -0.796 -0.812  0.11
H 0.727 0.285 -1.881  0.11
H 1.961 1.131 0.858  0.11
H 0.920 2.167 -0.238  0.11
H -2.526 0.706 -1.310  0.14

## Properties
- Relative energy (zero: lowest compared OMol25 entry of this formula, charge and spin): 149.4 kJ/mol
- Gap between HOMO and LUMO: 11.2 eV
- SMILES: CC1(OC=O)CC1
- LUMO: 0.036 hartree
- Highest occupied orbital energy: -10.219 eV
- Energy: -9408.2833 eV
- Molecular weight: 100.117 g/mol



# 3
# C51H56AsCdN7O3S2Sb

A structure of composition C51H56AsCdN7O3S2Sb (ωB97M-V/def2-TZVPD, OMol25).

Each line ends with the Löwdin charge.
Atoms and positions in Å:
Cd 0.008 -1.139 -0.063  1.26
C 0.364 -0.212 4.541  -0.04
C -0.128 -0.377 3.134  -0.31
N 0.471 -1.092 2.250  -0.03
N 1.612 -1.718 2.614  0.02
C 2.051 -2.543 1.652  -0.55
O 1.504 -2.794 0.562  -0.15
C 3.363 -3.209 1.950  -0.16
C 4.107 -2.910 3.087  -0.04
C 5.328 -3.530 3.305  -0.09
C 5.812 -4.457 2.392  -0.11
C 5.072 -4.760 1.256  -0.09
C 3.855 -4.133 1.034  -0.02
C -1.388 0.263 2.712  -0.25
C -2.165 0.996 3.608  -0.03
C -3.361 1.540 3.170  -0.08
C -3.753 1.335 1.859  -0.06
C -2.914 0.596 1.034  -0.15
N -1.764 0.082 1.442  0.07
H 1.351 -0.657 4.622  0.06
H 0.417 0.844 4.813  0.07
H -0.301 -0.709 5.253  0.08
H 3.720 -2.181 3.786  0.10
H 5.909 -3.283 4.185  0.09
H 6.769 -4.937 2.561  0.09
H 5.448 -5.478 0.538  0.10
H 3.265 -4.335 0.150  0.12
H -1.843 1.130 4.630  0.10
H -3.980 2.114 3.849  0.10
H -4.678 1.743 1.473  0.10
H -3.170 0.415 0.001  0.07
S 1.292 -0.912 -2.241  0.50
C 2.750 0.013 -2.565  -0.73
C 3.006 0.233 -3.935  -0.16
C 4.140 0.880 -4.375  -0.10
C 5.088 1.333 -3.461  -0.11
C 4.853 1.134 -2.114  -0.15
C 3.696 0.503 -1.646  -0.42
As 3.380 0.231 0.259  1.36
C 5.248 0.031 0.843  -0.38
C 6.056 -0.924 0.225  -0.12
C 7.336 -1.179 0.692  -0.10
C 7.828 -0.488 1.793  -0.11
C 7.027 0.450 2.425  -0.10
C 5.743 0.702 1.956  -0.11
C 3.084 2.085 0.851  -0.41
C 3.707 3.204 0.127  -0.10
C 3.453 4.512 0.138  -0.07
C 2.390 5.253 0.884  -0.40
C 1.556 3.391 2.429  -0.42
C 2.231 2.157 1.886  -0.19
H 2.279 -0.142 -4.644  0.09
H 4.293 1.027 -5.438  0.09
H 5.997 1.820 -3.794  0.09
H 5.604 1.454 -1.401  0.09
H 5.677 -1.470 -0.633  0.11
H 7.950 -1.924 0.200  0.10
H 8.827 -0.690 2.160  0.09
H 7.400 0.986 3.290  0.09
H 5.122 1.437 2.456  0.09
H 4.529 2.901 -0.510  0.07
H 4.121 5.136 -0.452  0.11
H 2.876 5.628 1.797  0.12
H 0.597 3.051 2.836  0.11
H 1.932 1.219 2.346  0.07
N -7.649 -4.504 -1.016  0.08
C -6.336 -4.045 -1.150  -0.33
C -5.668 -4.166 -2.369  -0.04
C -4.351 -3.761 -2.490  -0.06
C -3.689 -3.235 -1.393  -0.30
C -4.338 -3.119 -0.173  -0.06
C -5.658 -3.517 -0.052  -0.04
S -2.004 -2.718 -1.512  0.54
O -1.386 -3.140 -0.256  -0.40
O -1.454 -3.243 -2.728  -0.31
N -1.949 -1.111 -1.405  -0.19
C -2.637 -0.342 -2.290  -0.47
N -3.367 -0.926 -3.264  0.13
C -4.024 -0.136 -4.091  -0.14
C -3.993 1.246 -4.001  -0.07
C -3.215 1.749 -2.972  -0.16
N -2.544 0.994 -2.118  0.10
H -8.182 -4.539 -1.869  0.08
H -8.164 -4.110 -0.247  0.08
H -6.192 -4.577 -3.225  0.11
H -3.821 -3.838 -3.429  0.11
H -3.797 -2.722 0.677  0.11
H -6.169 -3.428 0.901  0.11
H -4.601 -0.635 -4.866  0.10
H -4.534 1.886 -4.683  0.09
H -3.129 2.822 -2.826  0.09
C 1.916 6.507 0.143  -0.07
C 1.202 4.396 1.317  -0.37
C 2.351 3.982 3.601  -0.06
Sb 0.042 3.122 -0.112  1.58
C 0.991 3.043 -2.088  -0.54
C 1.472 4.301 -2.800  -0.13
C 0.050 2.243 -2.990  -0.19
C -1.677 4.467 -0.431  -0.58
C -1.620 5.488 -1.560  -0.16
C -2.050 5.136 0.889  -0.18
H 1.376 7.162 0.830  0.08
H 1.249 6.252 -0.678  0.05
H 2.759 7.070 -0.264  0.08
H 0.450 5.081 1.716  0.07
H 3.388 4.173 3.319  0.08
H 2.363 3.286 4.443  0.07
H 1.902 4.920 3.938  0.08
H 1.863 2.419 -1.872  0.04
H 0.664 5.011 -2.977  0.05
H 1.877 4.017 -3.779  0.08
H 2.270 4.807 -2.262  0.05
H -0.813 2.843 -3.298  0.05
H -0.319 1.333 -2.510  -0.01
H 0.586 1.939 -3.895  0.07
H -2.446 3.727 -0.667  0.05
H -0.837 6.229 -1.390  0.06
H -2.570 6.031 -1.634  0.07
H -1.437 5.016 -2.525  0.05
H -1.394 5.985 1.092  0.06
H -1.977 4.449 1.736  0.05
H -3.076 5.518 0.857  0.07

## Properties
- Relative energy (zero: lowest compared OMol25 entry of this formula, charge and spin): 217.3 kJ/mol
- Gap between HOMO and LUMO: 6.7 eV
- LUMO: 0.084 hartree
- Highest occupied orbital energy: -4.416 eV
- Energy: -163981.8584 eV
- Charge: -1
- Molecular weight: 1188.283 g/mol